DFT (ωB97M-V/def2-TZVPD) results for a cluster of 2 separate species, C2H8NO2 in total at a distorted geometry.

Properties
HOMO in eV: -2.8
Energy relative to the best compared isomer or geometry (same formula, charge and spin) in eV: 1.489
Gap between HOMO and LUMO in eV: 7.198
Total energy in Eh: -286.19254
Total charge: -1

Each line ends with the natural charge from an NBO analysis.
Cartesian coordinates (Å):
C1 -0.59 -1.56 -0.12  -0.438
N1 0.22 -0.59 0.49  -0.787
C2 -0.73 0.86 0.37  0.122
O1 -1.74 0.89 1.24  -0.916
H1 -0.16 -2.50 0.25  0.160
H2 -0.58 -1.71 -1.19  0.166
H3 -1.59 -1.42 0.35  0.188
H4 0.34 -0.65 1.49  0.345
H5 -1.06 0.68 -0.67  0.074
H6 0.07 1.63 0.59  0.100
H7 1.80 0.76 -0.69  0.497
H8 1.68 2.05 -1.34  0.453
O2 2.33 1.56 -0.77  -0.964